No. 1
{
  "formula": "C21H24BrFN2O3",
  "method": "ωB97M-V with the def2-TZVPD basis set",
  "elements": ["C", "O", "C", "C", "C", "C", "C", "C", "N", "C", "O", "C", "O", "C", "C", "C", "C", "F", "C", "C", "Br", "N", "C", "C", "C", "C", "C", "C", "H", "H", "H", "H", "H", "H", "H", "H", "H", "H", "H", "H", "H", "H", "H", "H", "H", "H", "H", "H", "H", "H", "H", "H"],
  "positions_angstrom": [[3.55933, -3.23477, 1.53308], [2.64259, -2.81402, 0.55084], [2.18292, -1.53280, 0.59948], [1.22638, -1.19580, -0.36058], [0.66447, 0.06104, -0.37111], [1.05034, 1.02510, 0.55777], [0.34974, 2.36557, 0.58185], [-0.86303, 2.24529, 1.54175], [-1.60497, 1.03200, 1.32377], [-2.66187, 0.92403, 0.50981], [-3.30212, 1.84464, 0.05114], [-3.02925, -0.53445, 0.17086], [-2.28362, -1.43272, 0.96362], [-1.76701, -2.57072, 0.44403], [-2.13191, -3.16953, -0.75595], [-1.51942, -4.34028, -1.17224], [-0.54804, -4.91971, -0.37928], [0.04316, -6.05940, -0.78322], [-0.17159, -4.36412, 0.83209], [-0.78472, -3.19418, 1.22257], [-0.31411, -2.37083, 2.85813], [-0.03596, 2.72901, -0.76576], [-0.91594, 3.88534, -0.89911], [-0.67904, 4.42472, -2.32019], [0.44337, 3.54671, -2.88455], [1.10198, 2.99533, -1.62832], [2.01450, 0.69157, 1.49338], [2.58046, -0.57307, 1.52234], [3.13805, -3.13935, 2.53922], [3.75861, -4.28387, 1.31928], [4.49660, -2.67258, 1.47599], [0.93671, -1.94611, -1.08097], [-0.08080, 0.32049, -1.10731], [1.02588, 3.13013, 1.02085], [-1.54340, 3.08596, 1.41137], [-0.49024, 2.23565, 2.56908], [-1.14960, 0.17658, 1.60917], [-4.10295, -0.68180, 0.33363], [-2.81678, -0.66066, -0.89586], [-2.90456, -2.73451, -1.36941], [-1.79758, -4.80462, -2.10453], [0.58689, -4.83163, 1.43806], [-0.67422, 4.66236, -0.15522], [-1.94967, 3.56686, -0.75565], [-1.57983, 4.36210, -2.92704], [-0.36917, 5.46905, -2.28339], [1.13825, 4.10041, -3.51297], [0.02529, 2.72411, -3.46391], [1.78067, 3.74729, -1.18433], [1.67277, 2.08322, -1.80721], [2.33224, 1.42421, 2.22131], [3.32020, -0.79724, 2.27365]],
  "atomic_forces_ev_per_a": [[0.120, -0.039, 0.121], [-0.160, 0.123, -0.165], [-0.078, 0.173, -0.070], [0.181, -0.152, 0.091], [0.173, -0.119, 0.070], [0.211, 0.150, 0.075], [-0.122, -0.071, 0.171], [0.014, 0.274, -0.222], [0.263, -0.128, 0.339], [0.008, -0.734, 0.209], [-0.273, 0.236, -0.294], [-0.250, 0.305, -0.274], [-0.115, 0.023, -0.011], [0.245, -0.328, 0.044], [-0.085, 0.316, 0.223], [0.289, -0.230, 0.090], [-0.187, 0.222, 0.015], [0.024, -0.025, -0.007], [-0.091, -0.058, -0.219], [-0.196, 0.216, 0.120], [0.100, -0.158, 0.037], [0.012, 0.035, 0.107], [-0.371, 0.117, 0.077], [0.013, -0.017, -0.002], [0.119, 0.012, 0.080], [0.095, -0.101, -0.261], [-0.198, 0.093, -0.200], [0.203, -0.384, 0.010], [0.015, 0.005, -0.026], [0.021, 0.063, 0.062], [-0.028, -0.005, 0.014], [-0.054, -0.099, -0.080], [-0.069, 0.030, -0.107], [-0.082, -0.087, -0.073], [0.059, 0.015, 0.114], [-0.025, 0.087, -0.092], [-0.158, -0.029, -0.088], [0.157, 0.065, -0.038], [0.002, 0.017, 0.081], [-0.077, 0.053, -0.052], [-0.017, -0.070, -0.088], [0.069, -0.027, 0.047], [-0.003, -0.021, 0.007], [0.073, 0.159, 0.119], [-0.026, 0.065, -0.010], [-0.043, 0.008, -0.022], [0.019, -0.020, -0.062], [0.038, -0.035, -0.044], [-0.010, -0.029, 0.015], [0.058, 0.065, 0.015], [0.047, 0.113, 0.085], [0.090, -0.069, 0.072]],
  "nbo_charge": [-0.26, -0.52, 0.38, -0.30, -0.15, -0.08, -0.05, -0.22, -0.62, 0.67, -0.64, -0.16, -0.52, 0.34, -0.29, -0.27, 0.38, -0.32, -0.27, -0.13, 0.08, -0.45, -0.24, -0.41, -0.40, -0.22, -0.19, -0.32, 0.18, 0.20, 0.18, 0.22, 0.22, 0.17, 0.23, 0.21, 0.43, 0.21, 0.20, 0.23, 0.23, 0.25, 0.16, 0.24, 0.21, 0.20, 0.21, 0.20, 0.16, 0.21, 0.21, 0.22],
  "relative_energy_kcal_mol": 0.0,
  "e_homo_ev": -8.39,
  "energy_ev": -104049.2176,
  "smiles": "COc1ccc([C@H](CNC(=O)COc2ccc(F)cc2Br)N2CCCC2)cc1"
}

---

No. 2
{
  "formula": "C2H7OP",
  "method": "ωB97M-V with the def2-TZVPD basis set",
  "elements": ["C", "C", "O", "P", "H", "H", "H", "H", "H", "H", "H"],
  "positions_angstrom": [[-1.21347, 1.00636, -0.22533], [0.01365, -0.20999, 0.37660], [-0.32984, -1.41503, -0.22900], [1.74540, 0.35850, 0.03134], [-0.90729, 1.28087, -1.22611], [-2.15133, 0.47391, -0.21967], [-1.18696, 1.84725, 0.45310], [-0.16616, -0.21768, 1.45962], [0.09599, -2.14120, 0.24099], [1.78122, -0.18824, -1.24716], [2.31879, -0.79475, 0.58562]],
  "atomic_forces_ev_per_a": [[3.032, -2.627, 1.128], [-2.516, 2.910, -0.824], [-0.283, -0.534, -0.125], [-0.336, 0.358, 0.405], [-0.062, 0.089, -0.158], [-0.214, -0.050, 0.035], [-0.064, 0.146, 0.066], [0.113, -0.042, -0.115], [0.032, 0.048, -0.065], [0.007, -0.063, -0.537], [0.291, -0.234, 0.189]],
  "nbo_charge": [-0.60, -0.14, -0.73, 0.27, 0.20, 0.21, 0.20, 0.17, 0.47, -0.02, -0.04],
  "relative_energy_kcal_mol": 34.9,
  "e_homo_ev": -9.32,
  "energy_ev": -13522.1468,
  "smiles": "C[C@@H](O)P"
}

---

No. 3
{
  "formula": "C3H3P",
  "method": "ωB97M-V with the def2-TZVPD basis set",
  "elements": ["C", "C", "C", "P", "H", "H", "H"],
  "positions_angstrom": [[2.47565, 0.54166, -0.85662], [1.56799, -0.30555, -0.74876], [-0.92431, 0.04834, 0.31220], [0.59156, -1.01801, 0.43164], [-1.69577, -0.51346, -0.21556], [-0.71602, 0.96737, -0.23074], [-1.29911, 0.27965, 1.30784]],
  "atomic_forces_ev_per_a": [[1.546, 1.345, -0.326], [-2.260, -2.056, 1.500], [0.432, -0.131, 0.070], [0.363, 1.121, -1.315], [-0.083, -0.105, -0.016], [0.047, -0.068, -0.016], [-0.044, -0.106, 0.102]],
  "nbo_charge": [0.09, -0.87, -0.99, 1.01, 0.26, 0.26, 0.24],
  "relative_energy_kcal_mol": 38.9,
  "e_homo_ev": -9.81,
  "energy_ev": -12443.3035
}